The following is a quantum chemistry calculation of the molecule C15H13FN6O3S2 at a distorted geometry, from the Open Molecules 2025 dataset.

Geometry as XYZ:
```
40
C15H13FN6O3S2 | the Open Molecules 2025 dataset | ωB97M-V/def2-TZVPD
C 4.93 -4.04 3.69
C 4.03 -3.16 2.92
N 3.95 -3.13 1.65
N 3.07 -2.27 1.16
C 2.44 -1.61 2.07
N 1.48 -0.65 1.87
C 0.82 -0.30 0.72
O 0.04 0.62 0.74
C 1.07 -1.15 -0.50
H 0.63 -0.69 -1.38
H 2.13 -1.37 -0.64
S 0.29 -2.79 -0.22
C -1.32 -2.22 0.09
N -2.21 -2.71 0.88
N -3.27 -1.88 0.83
C -2.98 -0.93 0.01
O -1.75 -1.09 -0.52
C -3.77 0.28 -0.33
N -2.89 1.38 -0.65
C -2.90 1.93 -1.89
O -3.73 1.63 -2.73
C -1.86 2.97 -2.15
C -2.16 3.94 -3.10
C -1.25 4.93 -3.41
C -0.02 4.93 -2.77
C 0.31 3.97 -1.83
C -0.62 2.99 -1.52
H -0.35 2.23 -0.80
H 1.28 3.99 -1.36
F 0.88 5.89 -3.06
H -1.47 5.70 -4.14
H -3.12 3.90 -3.60
H -2.14 1.58 -0.01
H -4.38 0.11 -1.22
H -4.43 0.52 0.51
H 1.20 -0.12 2.69
S 2.92 -2.03 3.71
H 4.36 -4.71 4.33
H 5.59 -3.44 4.33
H 5.53 -4.62 3.00
```

Summary:
Total energy ... -55236.7641 eV
Orbital gap ... 9.12 eV
E_HOMO ... -9.12 eV
SMILES ... Cc1nnc(NC(=O)CSc2nnc(CNC(=O)c3ccc(F)cc3)o2)s1

And the Löwdin charges, in e, turn out to be: number 1, C, carries -0.0829; number 2, C, carries -0.6359; number 3, N, carries 0.0065; number 4, N, carries -0.0167; number 5, C, carries -0.6227; number 6, N, carries 0.1053; number 7, C, carries -0.5081; number 8, O, carries 0.0664; number 9, C, carries -0.3274; number 10, H, carries 0.0947; number 11, H, carries 0.0715; number 12, S, carries 1.0294; number 13, C, carries -0.6816; number 14, N, carries 0.0507; number 15, N, carries 0.0912; number 16, C, carries -0.3102; number 17, O, carries 0.0594; number 18, C, carries -0.0725; number 19, N, carries 0.0863; number 20, C, carries -0.4417; number 21, O, carries 0.0692; number 22, C, carries -0.1294; number 23, C, carries -0.0051; number 24, C, carries 0.0049; number 25, C, carries -0.2718; number 26, C, carries 0.0025; number 27, C, carries -0.0138; number 28, H, carries 0.0829; number 29, H, carries 0.1187; number 30, F, carries 0.0614; number 31, H, carries 0.1195; number 32, H, carries 0.1213; number 33, H, carries 0.1208; number 34, H, carries 0.1356; number 35, H, carries 0.1377; number 36, H, carries 0.1535; number 37, S, carries 1.0836; number 38, H, carries 0.0813; number 39, H, carries 0.0798; number 40, H, carries 0.0859



The following is a quantum chemistry calculation of a structure of composition C8H9N3 at a distorted geometry, from the Open Molecules 2025 dataset.

Geometry as XYZ:
```
20
C8H9N3 | the Open Molecules 2025 dataset | ωB97M-V/def2-TZVPD
C 1.21 1.05 0.85
C -0.10 0.48 0.54
C 3.36 -0.83 -1.41
C 3.18 0.09 -0.38
C 1.13 -1.35 -1.46
C 0.87 -0.45 -0.47
C -3.68 0.77 0.88
C -2.45 -0.12 0.61
N 2.34 -1.54 -1.94
N 1.96 0.28 0.06
N -1.24 0.65 1.03
H 1.61 1.90 1.24
H 4.37 -1.10 -1.66
H 4.04 0.64 -0.03
H 0.37 -1.78 -2.00
H -4.58 0.23 0.80
H -3.63 1.10 1.96
H -3.83 1.68 0.31
H -2.56 -1.03 1.41
H -2.37 -0.67 -0.35
```

Summary:
Total energy ... -12907.5730 eV
Orbital gap (alpha / beta) ... 6.83 / 6.83 eV
Energy above the lowest of the compared OMol25 structures with the same formula, charge and spin ... 447.3 kJ/mol
E_HOMO (alpha / beta) ... -7.21 / -7.21 eV

And the Löwdin charges, in e, turn out to be: number 1, C, carries -0.0347; number 2, C, carries -0.1689; number 3, C, carries -0.1047; number 4, C, carries -0.0502; number 5, C, carries -0.1328; number 6, C, carries -0.0150; number 7, C, carries -0.1240; number 8, C, carries -0.2615; number 9, N, carries 0.0442; number 10, N, carries -0.0527; number 11, N, carries 0.0695; number 12, H, carries 0.0804; number 13, H, carries 0.1038; number 14, H, carries 0.1196; number 15, H, carries 0.0844; number 16, H, carries 0.0380; number 17, H, carries 0.0877; number 18, H, carries 0.0616; number 19, H, carries 0.1518; number 20, H, carries 0.1036



The following is a quantum chemistry calculation of a cluster of 2 separate species, C30H28O7 in total at a distorted geometry, from the Open Molecules 2025 dataset.

Geometry as XYZ:
```
65
C30H28O7 | the Open Molecules 2025 dataset | ωB97M-V/def2-TZVPD
C -8.54 -0.88 1.90
O -7.87 0.31 2.20
C -6.68 0.52 1.49
C -5.99 1.71 1.74
C -4.82 2.00 1.08
C -4.30 1.14 0.13
C -3.02 1.46 -0.57
C -1.85 0.94 0.18
C -1.45 -0.42 0.01
O -2.02 -1.09 -0.86
O -0.46 -0.92 0.82
C -0.20 -0.17 2.03
C -1.32 -0.46 3.03
C 1.15 -0.63 2.58
O -0.13 1.27 1.84
C -1.14 1.80 1.06
O -1.44 3.00 1.09
C -4.96 -0.06 -0.10
C -6.14 -0.36 0.56
H -9.45 -0.92 2.51
H -8.82 -0.90 0.85
H -7.92 -1.74 2.16
H -6.39 2.39 2.47
H -4.28 2.90 1.31
H -3.02 1.03 -1.57
H -2.92 2.54 -0.68
H -2.28 -0.13 2.63
H -1.39 -1.53 3.23
H -1.15 0.07 3.96
H 1.93 -0.43 1.86
H 1.39 -0.11 3.51
H 1.13 -1.70 2.78
H -4.53 -0.77 -0.78
H -6.64 -1.29 0.34
C 6.89 -5.07 -2.15
O 5.55 -4.96 -2.58
C 4.94 -3.73 -2.32
C 3.60 -3.56 -2.72
C 2.93 -2.38 -2.51
C 3.57 -1.31 -1.87
C 2.97 -0.03 -1.61
O 3.77 0.89 -0.96
C 3.26 2.14 -0.68
C 1.93 2.48 -1.05
C 1.46 3.77 -0.74
C 2.27 4.67 -0.10
C 3.56 4.33 0.25
C 4.05 3.08 -0.03
C 1.15 1.52 -1.71
C 1.66 0.29 -1.99
C 4.90 -1.48 -1.47
C 5.57 -2.66 -1.69
H 7.25 -6.06 -2.41
H 7.50 -4.33 -2.67
H 6.95 -4.94 -1.07
H 3.11 -4.38 -3.21
H 1.91 -2.29 -2.82
H 0.44 4.03 -0.99
H 1.89 5.65 0.14
H 4.19 5.05 0.76
H 5.06 2.80 0.23
H 0.14 1.77 -2.00
H 1.06 -0.44 -2.49
H 5.39 -0.66 -0.99
H 6.59 -2.74 -1.36
```

Summary:
Total energy ... -45894.7613 eV
Orbital gap ... 3.82 eV
Energy above the lowest of the compared OMol25 structures with the same formula, charge and spin ... 18.4 kJ/mol
E_HOMO ... -6.25 eV

And the Löwdin charges, in e, turn out to be: number 1, C, carries -0.1131; number 2, O, carries -0.1032; number 3, C, carries -0.2554; number 4, C, carries -0.0133; number 5, C, carries -0.0283; number 6, C, carries -0.2120; number 7, C, carries -0.1236; number 8, C, carries -0.1345; number 9, C, carries -0.4782; number 10, O, carries 0.0277; number 11, O, carries 0.0485; number 12, C, carries -0.5140; number 13, C, carries 0.0191; number 14, C, carries 0.0118; number 15, O, carries 0.0488; number 16, C, carries -0.4815; number 17, O, carries 0.0224; number 18, C, carries -0.0259; number 19, C, carries -0.0298; number 20, H, carries 0.0889; number 21, H, carries 0.0906; number 22, H, carries 0.0905; number 23, H, carries 0.1101; number 24, H, carries 0.1137; number 25, H, carries 0.1176; number 26, H, carries 0.1159; number 27, H, carries 0.0917; number 28, H, carries 0.0934; number 29, H, carries 0.0940; number 30, H, carries 0.0730; number 31, H, carries 0.0901; number 32, H, carries 0.0899; number 33, H, carries 0.1086; number 34, H, carries 0.0933; number 35, C, carries -0.0892; number 36, O, carries -0.0685; number 37, C, carries -0.2102; number 38, C, carries 0.0218; number 39, C, carries 0.0145; number 40, C, carries -0.1479; number 41, C, carries -0.0935; number 42, O, carries 0.1071; number 43, C, carries -0.1319; number 44, C, carries -0.1244; number 45, C, carries 0.0191; number 46, C, carries -0.0441; number 47, C, carries -0.0418; number 48, C, carries 0.0136; number 49, C, carries 0.0832; number 50, C, carries 0.0484; number 51, C, carries 0.0069; number 52, C, carries -0.0026; number 53, H, carries 0.0987; number 54, H, carries 0.0965; number 55, H, carries 0.0971; number 56, H, carries 0.1253; number 57, H, carries 0.1179; number 58, H, carries 0.1285; number 59, H, carries 0.1159; number 60, H, carries 0.1160; number 61, H, carries 0.1219; number 62, H, carries 0.1405; number 63, H, carries 0.1267; number 64, H, carries 0.1234; number 65, H, carries 0.1042